This record from the OMol25 dataset describes 2 unconnected molecules or ions with the total composition C2H6IN2. The level of theory is ωB97M-V/def2-TZVPD.

XYZ file:
```
11
C2H6IN2 | the OMol25 dataset | ωB97M-V/def2-TZVPD
C -1.74401 -0.80002 -0.45822
C -0.77240 0.11836 -0.84905
N 1.57799 0.51538 0.48066
N -2.44860 -1.73513 -0.47037
I 2.60762 0.93840 2.08990
H -0.21675 -0.24487 -1.75936
H -1.01021 1.16477 -0.69544
H -0.02780 -0.05114 -0.09124
H 2.15399 0.06484 -0.30137
H -3.15178 -2.42560 -0.21872
H 3.03195 2.45501 2.27321
```

## Properties
- LUMO: -4.422 eV
- HOMO energy: -12.52 eV
- Charge: +1
- Molar mass: 184.99 g/mol
- Energy relative to the best compared isomer or geometry (same formula, charge and spin): 520.2 kJ/mol
- 2S+1: 1
- Kohn-Sham gap: 0.2977 Eh

***

This record from the OMol25 dataset describes 13 unconnected molecules or ions with the total composition C38H99N5O8S8. The level of theory is ωB97M-V/def2-TZVPD.

XYZ file:
```
158
C38H99N5O8S8 | the OMol25 dataset | ωB97M-V/def2-TZVPD
C -2.34685 -3.03001 -0.21463
C -1.62607 -1.91006 0.58800
N -1.07133 -0.77607 -0.18048
C -2.17017 0.02549 -0.89155
C -3.22966 0.54691 0.13160
C -0.12923 0.06066 0.57986
C 0.86075 0.68754 -0.35803
H -1.63849 -3.77488 -0.57727
H -2.88603 -2.47260 -0.98058
H -3.11672 -3.51023 0.38935
H -2.25224 -1.49197 1.37618
H -0.67712 -2.36198 0.87671
H -1.70836 0.85712 -1.42375
H -2.62099 -0.56448 -1.68953
H -3.86168 1.29333 -0.34955
H -3.84702 -0.29988 0.43144
H -2.89299 0.98616 1.07065
H 0.33571 -0.51526 1.38002
H -0.58877 0.93871 1.03369
H 0.50530 1.38587 -1.11572
H 1.47108 -0.12672 -0.74864
H 1.70621 1.21035 0.08915
C 4.05129 2.62992 -1.94852
C 5.56482 2.78736 -2.18849
N 5.79834 3.87709 -3.10978
C 7.14097 4.49793 -2.94887
C 7.33845 5.20609 -1.60194
C 5.54954 3.59467 -4.55063
C 5.41524 4.89817 -5.52854
H 3.87544 1.73256 -1.35528
H 3.55219 2.35533 -2.87782
H 3.72075 3.58795 -1.54725
H 6.12253 3.03789 -1.28611
H 6.03373 1.90682 -2.62768
H 7.92625 3.74358 -2.99769
H 7.34647 5.22052 -3.73864
H 7.51128 4.42211 -0.86465
H 8.32151 5.67114 -1.52827
H 6.53662 5.91153 -1.38391
H 4.61332 3.05322 -4.68642
H 6.24287 2.92123 -5.05449
H 5.07850 4.53038 -6.49778
H 6.35897 5.42287 -5.67737
H 4.64887 5.58267 -5.16489
C 4.53012 1.83570 1.40601
C 4.88119 3.28424 1.30027
N 4.88619 3.98165 2.59779
C 4.35023 5.32403 2.62253
C 3.08586 5.44983 1.85652
C 6.18605 3.81998 3.29299
C 5.98360 4.03453 4.76065
H 4.99331 1.26146 0.60363
H 3.44136 1.81756 1.45470
H 5.04919 1.38229 2.25046
H 5.88740 3.31200 0.88210
H 4.19739 3.76547 0.60103
H 4.11102 5.66916 3.62840
H 5.04027 6.07166 2.23139
H 3.10836 5.29321 0.77806
H 2.42523 4.72865 2.33773
H 2.66579 6.44805 1.97975
H 6.87874 4.60768 2.99665
H 6.65163 2.83849 3.20351
H 5.42886 3.22665 5.23782
H 5.52666 4.93708 5.16650
H 6.97844 3.93394 5.19457
C -0.13476 3.83356 3.86759
C 0.11712 3.65013 2.44610
N 0.40996 3.45493 1.36697
H -0.47195 4.85708 4.03137
H 0.77506 3.65061 4.43931
H -0.95331 3.15815 4.11637
C -7.19723 -3.41206 0.28559
C -6.34161 -2.48158 0.98306
N -5.65889 -1.77150 1.51564
H -8.25360 -3.14907 0.34059
H -7.10995 -4.43409 0.65428
H -6.98842 -3.32457 -0.78064
C 1.91038 -1.24137 -3.33257
S 2.30045 -2.45308 -4.66992
O 3.04822 -3.65635 -4.01421
C 0.67259 -3.07673 -4.94760
H 2.68981 -0.52362 -3.07680
H 1.73866 -1.76883 -2.39428
H 0.96720 -0.72850 -3.52095
H -0.03681 -2.26772 -5.12183
H 0.23482 -3.56759 -4.07839
H 0.62577 -3.83207 -5.73206
C -3.61412 -5.55208 5.73961
S -2.49189 -5.25047 4.31038
O -2.21625 -6.60401 3.63741
C -3.76585 -4.33377 3.33979
H -3.87202 -4.57920 6.15805
H -3.04865 -6.11826 6.47974
H -4.46960 -6.11293 5.36317
H -4.53828 -5.07604 3.13856
H -3.41795 -4.12458 2.32820
H -4.00966 -3.37188 3.79081
C -0.38738 -7.00695 -0.75317
S -1.16158 -8.14953 -1.92305
O -2.08072 -9.10155 -1.03833
C -2.37221 -7.06053 -2.83004
H 0.08247 -7.76453 -0.12595
H -1.10013 -6.42898 -0.16492
H 0.29171 -6.33675 -1.28022
H -3.11476 -6.65159 -2.14485
H -2.93984 -7.57077 -3.60821
H -1.86877 -6.21485 -3.29853
C -1.83222 3.69713 -1.68600
S -2.64115 3.68859 -3.35978
O -1.74094 4.44287 -4.41014
C -2.53883 1.92429 -3.68818
H -0.78285 3.40450 -1.72193
H -2.42949 3.35671 -0.84014
H -1.75773 4.70869 -1.28688
H -1.61696 1.40781 -3.42077
H -2.70256 1.87498 -4.76468
H -3.36754 1.32125 -3.31710
C -0.24430 0.67500 5.97376
S -2.02978 0.30221 5.69182
O -2.32503 1.21138 4.47962
C -1.92002 -1.44415 5.07166
H 0.19681 0.04490 6.74609
H -0.13668 1.75603 6.06260
H 0.25816 0.26582 5.09728
H -2.94411 -1.76914 4.88806
H -1.40356 -2.20464 5.65735
H -1.39543 -1.50311 4.11801
C -6.93424 1.51297 0.58699
S -8.42786 0.45740 0.63751
O -9.49301 1.45472 0.88583
C -8.60415 -0.01349 -1.12705
H -6.16171 1.06378 1.21111
H -7.09052 2.56139 0.84094
H -6.62894 1.58199 -0.45711
H -8.71920 0.78044 -1.86497
H -9.45759 -0.68718 -1.20377
H -7.81586 -0.67944 -1.47805
C -5.02634 -1.51713 -4.17059
S -3.49054 -1.75996 -5.15023
O -2.32120 -0.84345 -4.68819
C -2.99188 -3.26045 -4.32333
H -4.87822 -1.97504 -3.19260
H -5.84086 -1.99680 -4.71333
H -5.25340 -0.46407 -4.00443
H -3.94287 -3.59661 -3.91015
H -2.36743 -3.03125 -3.45984
H -2.46945 -4.04825 -4.86604
C 3.28024 -2.12800 1.37332
S 2.90645 -2.61557 3.17155
O 1.76335 -1.69831 3.53284
C 2.07546 -4.27767 2.99326
H 3.77744 -1.16427 1.26332
H 2.36392 -2.14090 0.78315
H 3.80756 -2.92735 0.85267
H 2.70833 -4.97629 2.44599
H 1.04968 -4.31586 2.62664
H 2.03948 -4.73460 3.98221
```

## Properties
- LUMO: -0.327 eV
- HOMO energy: -8.11 eV
- Molar mass: 1010.77 g/mol
- 2S+1: 1
- Kohn-Sham gap: 0.2860 Eh

***

This record from the OMol25 dataset describes a molecular structure, C26H34ClIrN2O7P. The level of theory is ωB97M-V/def2-TZVPD.

XYZ file:
```
72
C26H34ClIrN2O7P | the OMol25 dataset | ωB97M-V/def2-TZVPD
Ir -0.58722 0.08056 0.07021
O -0.53614 -1.44679 5.74869
C -0.52746 -1.00550 4.47690
C -1.08518 0.22830 4.12201
C -1.06949 0.58198 2.79493
N -0.54925 -0.27684 1.93595
C 0.10714 -1.38926 2.23184
C 0.11115 -1.82192 3.53305
C 0.76933 -1.95741 0.97254
O 1.63967 -2.80117 1.08095
O 1.26925 -0.26152 0.27623
C -1.42319 1.90401 2.11058
O -1.93655 2.79922 2.72934
O -1.05829 1.93272 0.84987
H -0.99926 -0.82084 6.31630
H -1.50395 0.90779 4.85297
H 0.61184 -2.73303 3.82584
Cl -9.13878 -0.21109 -1.43799
C -7.48886 -0.29324 -0.89611
C -7.15300 -1.16897 0.12418
C -5.83636 -1.22673 0.55126
C -4.86630 -0.42758 -0.04157
C -5.22339 0.44548 -1.06118
C -6.53829 0.52018 -1.49229
C -3.44535 -0.53848 0.43507
O -3.15566 -1.20346 1.41930
O -2.59967 0.09819 -0.31869
H -7.91524 -1.78919 0.57478
H -5.54105 -1.89232 1.35140
H -4.46439 1.07443 -1.50651
H -6.82991 1.20266 -2.27831
C -2.59032 -2.63822 -2.02956
C -1.23314 -2.26396 -2.65506
C -1.16702 -2.84930 -4.07434
C -1.21589 -0.73656 -2.87672
P 0.13290 -2.84249 -1.48748
N -0.21996 -1.96920 -0.12431
C -0.05216 -4.66242 -1.01224
C 1.27541 -5.27410 -0.52388
C -1.03350 -4.76046 0.16984
C -0.55275 -5.54690 -2.16584
C 1.78495 -2.59295 -2.35526
C 1.85875 -1.18205 -2.96198
C 1.94193 -3.61152 -3.49638
C 3.00236 -2.73548 -1.42627
H -3.37402 -2.08614 -2.55115
H -2.64291 -2.38214 -0.97611
H -2.80778 -3.69961 -2.14329
H -2.07812 -2.53870 -4.59140
H -1.13103 -3.93498 -4.10124
H -0.32416 -2.45586 -4.64338
H -2.17756 -0.45643 -3.30943
H -0.43183 -0.40708 -3.54516
H -1.17812 -0.13616 -1.96153
H 1.70765 -4.70482 0.29000
H 2.01018 -5.38326 -1.31929
H 1.04166 -6.27929 -0.16441
H -0.63724 -4.25705 1.04959
H -1.14850 -5.82089 0.40675
H -2.01600 -4.35351 -0.03602
H 0.10138 -5.51621 -3.03733
H -1.56965 -5.31699 -2.47736
H -0.55655 -6.57602 -1.80121
H 1.24949 -1.07973 -3.85800
H 2.89484 -1.01122 -3.25940
H 1.60244 -0.40706 -2.23929
H 1.10579 -3.62016 -4.19874
H 2.09868 -4.62361 -3.13144
H 2.83600 -3.32979 -4.05680
H 3.03672 -1.94056 -0.69235
H 3.88542 -2.66039 -2.06727
H 3.03782 -3.68407 -0.89564
```

## Properties
- LUMO (alpha / beta): -0.312 / -1.244 eV
- HOMO energy (alpha / beta): -8.95 / -8.80 eV
- Molar mass: 745.21 g/mol
- Expectation value of S²: 0.76
- Energy relative to the best compared isomer or geometry (same formula, charge and spin): 181.2 kJ/mol
- 2S+1: 2
- Kohn-Sham gap (alpha / beta): 0.3174 / 0.2777 Eh

***

This record from the OMol25 dataset describes a molecular structure, C8H5AlAuCl2NO3S. The level of theory is ωB97M-V/def2-TZVPD.

XYZ file:
```
22
C8H5AlAuCl2NO3S | the OMol25 dataset | ωB97M-V/def2-TZVPD
Al -5.37974 0.02491 -2.83407
Au -2.25952 0.60314 -0.15244
Cl -3.88056 1.36287 -3.51331
Cl -4.21539 -0.54460 -1.09934
C -0.52254 1.14363 0.48766
C -6.74457 0.71468 -4.64675
C -7.20929 0.82868 -1.69105
O 0.55039 1.43902 0.82517
O -7.39211 1.20313 -5.47375
O -8.10132 1.45766 -1.32746
S 1.60681 -1.42336 -0.38164
C 2.83481 -1.07340 0.70342
N 3.62896 0.05822 0.50750
C 4.57076 0.45895 1.41537
C 4.83330 -0.29972 2.54296
C 4.02491 -1.42540 2.80907
C 3.07335 -1.84379 1.88444
H 3.43701 0.64491 -0.30502
H 5.03586 1.42649 1.29403
H 5.68941 -0.12732 3.17158
H 4.06676 -1.96079 3.74587
H 2.35270 -2.66792 2.03774
```

## Properties
- LUMO (alpha / beta): -14.208 / -17.196 eV
- HOMO energy (alpha / beta): -22.59 / -22.59 eV
- Charge: +4
- Molar mass: 490.05 g/mol
- Expectation value of S²: 2.04
- Energy relative to the best compared isomer or geometry (same formula, charge and spin): 0.0 kJ/mol
- 2S+1: 3
- Kohn-Sham gap (alpha / beta): 0.3080 / 0.1981 Eh